Density functional theory data (wB97M-V/def2-TZVPD) for C12H30InN2O4 as an isolated structure at a distorted geometry.

Values from the calculation:
* total charge: +2
* gap between HOMO and LUMO (alpha / beta): 8.8378 / 3.9975 eV
* multiplicity: 2

```
49
C12H30InN2O4 | the Open Molecules 2025 dataset | wB97M-V/def2-TZVPD
In -0.4328 -1.1480 1.4203
C 2.7001 -2.9778 2.7658
O 2.2809 -1.9485 1.8687
C 3.2960 -1.0181 1.6558
C 3.0271 -0.2867 0.3198
N 1.9266 0.7216 0.4805
C 1.7464 1.3087 -0.9026
C 2.7815 2.3743 -1.2741
O 2.3816 3.1356 -2.4435
C 1.4239 4.1838 -2.2887
H 3.4194 -3.6254 2.2644
H 1.8328 -3.6066 2.9670
H 3.0371 -2.6996 3.7643
H 4.2997 -1.4412 1.6167
H 3.2915 -0.4172 2.5652
H 2.8995 -1.0013 -0.4933
H 3.9296 0.3137 0.2052
H 2.3011 1.4387 1.0851
H 0.7860 1.8221 -0.9488
H 1.6530 0.5499 -1.6794
H 3.6059 1.7789 -1.6666
H 3.0586 3.1093 -0.5184
H 1.7475 4.9804 -1.6187
H 0.4588 3.7471 -2.0321
H 1.2453 4.7836 -3.1811
C -1.0122 2.7608 1.1901
O -1.0904 1.6605 0.3076
C -2.1118 1.9331 -0.6328
C -2.3450 0.6540 -1.4229
N -2.7319 -0.4534 -0.6150
C -3.1461 -1.6003 -1.3648
C -3.4690 -2.7641 -0.4280
O -2.3950 -3.1513 0.4627
C -2.4715 -4.4878 1.0449
H -1.7942 2.8556 1.9435
H -0.8857 3.7430 0.7346
H -0.0688 2.7377 1.7355
H -1.8303 2.7906 -1.2440
H -3.0452 2.0799 -0.0894
H -1.4965 0.4714 -2.0823
H -3.1278 0.8473 -2.1564
H -3.5971 -0.2012 -0.1592
H -2.4103 -1.9100 -2.1070
H -4.0482 -1.4190 -1.9491
H -3.8447 -3.6555 -0.9304
H -4.2687 -2.4891 0.2597
H -2.6754 -5.2370 0.2799
H -3.3085 -4.5864 1.7362
H -1.5231 -4.6565 1.5550
```

Löwdin atomic charge list, values in e, 2 entries:
1 In 1.171
2 C -0.067


Density functional theory data (wB97M-V/def2-TZVPD) for a 2-piece molecular cluster, C5H11BO2 overall at a distorted geometry.

Values from the calculation:
* gap between HOMO and LUMO: 10.5495 eV
* SMILES: CC1(C)CC1.O=BO
* relative energy (zero: lowest compared OMol25 entry of this formula, charge and spin): 27.46 kcal per mole
* multiplicity: 1

```
19
C5H11BO2 | the Open Molecules 2025 dataset | wB97M-V/def2-TZVPD
B 4.4295 0.0033 -0.8313
C -0.9883 -1.2949 0.0426
C 0.1771 -0.3900 0.2538
C -1.1944 0.1244 0.2258
C -1.6492 0.8205 -1.0459
C -1.6039 0.6657 1.5850
O 3.9759 -1.1177 -0.4364
O 4.9777 0.9657 -1.2128
H -1.2294 -1.6158 -0.9651
H -1.1515 -2.1458 0.7227
H 0.8014 -0.0646 -0.5510
H -2.3624 1.6494 -0.7913
H -2.1329 0.1202 -1.7246
H -0.7472 1.2275 -1.4849
H -1.5107 -0.0155 2.3584
H -2.6206 1.1049 1.4900
H -0.9488 1.5380 1.6618
H 3.0101 -1.1887 -0.4369
H 0.7677 -0.3864 1.1403
```

Löwdin atomic charge list, values in e, 2 entries:
1 B -0.598
2 C -0.109


Density functional theory data (wB97M-V/def2-TZVPD) for C38H53AuN4PSTe as an isolated structure.

Values from the calculation:
* total charge: +1
* gap between HOMO and LUMO (alpha / beta): 5.1258 / 4.9906 eV
* relative energy (zero: lowest compared OMol25 entry of this formula, charge and spin): 5.02 kcal per mole
* multiplicity: 3

```
99
C38H53AuN4PSTe | the Open Molecules 2025 dataset | wB97M-V/def2-TZVPD
Au -0.7576 0.2716 -0.2652
C -3.6995 -1.3412 0.5776
P -1.9322 -1.4084 0.9687
C -1.7407 -1.0148 2.7145
C -2.8184 -1.0742 3.5937
C -2.6412 -0.7437 4.9293
C -1.3893 -0.3747 5.3955
C -0.3075 -0.3313 4.5265
C -0.4870 -0.6371 3.1891
C -1.4441 -3.1392 0.7778
C -0.4724 -3.6988 1.6064
C -0.0834 -5.0175 1.4275
C -0.6521 -5.7838 0.4214
C -1.6138 -5.2312 -0.4117
C -2.0059 -3.9134 -0.2378
H -4.1932 -2.2387 0.9536
H -3.8527 -1.2706 -0.4976
H -4.1242 -0.4557 1.0486
H -3.8018 -1.3631 3.2478
H -3.4852 -0.7688 5.6046
H -1.2588 -0.1094 6.4350
H 0.6677 -0.0364 4.8881
H 0.3542 -0.5696 2.5066
H -0.0314 -3.1154 2.4027
H 0.6591 -5.4491 2.0840
H -0.3559 -6.8154 0.2949
H -2.0623 -5.8279 -1.1941
H -2.7679 -3.5004 -0.8860
N -4.7143 4.3959 3.9963
C -3.3885 4.0814 4.1258
S -2.5636 4.5347 5.4983
C -2.7908 3.3229 3.0601
C -3.4798 2.8852 1.8885
C -2.8597 2.1130 0.9569
N -1.5515 1.7196 1.0641
C -0.8553 2.1777 2.1577
C -1.4185 2.9431 3.1206
H -5.0642 5.0666 4.6620
H -5.1652 4.3805 3.0992
H -4.5142 3.1375 1.7010
H -3.3854 1.7907 0.0676
H 0.1840 1.8842 2.2149
H -0.8317 3.2716 3.9674
C 6.4295 -1.6515 -2.2571
C 4.9636 -1.3296 -2.3017
C 4.1260 -1.6441 -1.2406
C 2.7596 -1.3771 -1.2738
C 1.9303 -1.7888 -0.0866
C 2.2401 -0.7639 -2.4186
Te 0.1737 -0.4034 -2.6279
C 3.0518 -0.4346 -3.5079
C 2.5319 0.2372 -4.7486
C 4.4074 -0.7268 -3.4214
H 6.7511 -1.9105 -1.2503
H 7.0267 -0.8075 -2.6018
H 6.6555 -2.4976 -2.9080
H 4.5427 -2.1172 -0.3596
H 2.5620 -2.2529 0.6689
H 1.1552 -2.5082 -0.3623
H 1.4306 -0.9334 0.3785
H 2.1049 1.2172 -4.5257
H 1.7541 -0.3499 -5.2406
H 3.3403 0.3765 -5.4632
H 5.0478 -0.4726 -4.2581
C -1.8397 -4.0090 -4.2951
C -1.4750 -2.5404 -4.0925
C -2.7032 -1.7300 -3.6889
C -0.3616 -2.4388 -3.0543
H -2.6116 -4.1176 -5.0567
H -2.2177 -4.4397 -3.3660
H -0.9765 -4.5981 -4.6051
H -1.0966 -2.1443 -5.0405
H -3.0035 -1.9804 -2.6689
H -3.5478 -1.9388 -4.3438
H -2.5214 -0.6526 -3.7306
H 0.5570 -2.9187 -3.3920
H -0.6657 -2.9010 -2.1135
C 3.4809 2.1876 -1.2312
C 2.5229 2.0925 -0.0548
N 1.6580 3.2647 0.0454
C 2.1824 4.3869 0.8210
C 1.8858 4.2898 2.3079
C 0.5023 3.3125 -0.6204
C -0.3599 4.5314 -0.4631
N 0.1568 2.3126 -1.3969
H 4.1602 1.3355 -1.2421
H 4.0772 3.0985 -1.1725
H 2.9278 2.1970 -2.1687
H 3.0682 2.0081 0.8878
H 1.8913 1.2091 -0.1528
H 1.8008 5.3185 0.4069
H 3.2614 4.3963 0.6493
H 0.8126 4.2307 2.4968
H 2.2725 5.1696 2.8196
H 2.3602 3.4133 2.7508
H 0.0566 5.3756 -1.0129
H -0.4539 4.8145 0.5840
H -1.3545 4.3233 -0.8487
H -0.7349 2.5336 -1.8328
```

Löwdin atomic charge list, values in e, 2 entries:
1 Au 0.633
2 C -0.224


The total energy results, record by record, are as follows: -29254.102; -10135.235; -77330.740 eV.